one.
{"formula": "C4H10O3", "method": "wB97M-V/def2-TZVPD", "symbols": ["O", "C", "C", "C", "C", "O", "H", "H", "H", "H", "H", "H", "H", "H", "O", "H", "H"], "xyz": [[3.13612, -1.37952, -1.64687], [1.96039, -1.14076, -1.57388], [1.13810, -1.52549, -0.34415], [-0.07347, -0.64394, 0.08362], [0.06432, 0.76585, -0.54662], [-1.07869, 1.59591, -0.23724], [1.39927, -0.54892, -2.30201], [0.73024, -2.54477, -0.46640], [1.94696, -1.57043, 0.39955], [-1.00384, -1.06289, -0.30289], [-0.04408, -0.43078, 1.14766], [0.12066, 0.85631, -1.62516], [0.90668, 1.27080, -0.05485], [-1.71339, 1.05004, 0.24075], [-2.44075, 1.38747, 2.23569], [-3.02070, 1.68409, 2.95164], [-2.02782, 2.23704, 2.04115]], "lowdin_charge": [0.06, -0.27, -0.14, -0.16, -0.26, -0.10, 0.11, 0.12, 0.12, 0.12, 0.11, 0.10, 0.13, 0.04, -0.06, 0.05, 0.04], "lumo_energy_ev": 0.6, "smiles": "O=CCCCO.O", "homo_ev": -9.83, "gap_ev": 10.45}

two.
{"formula": "C4H10O3", "method": "wB97M-V/def2-TZVPD", "symbols": ["C", "C", "C", "C", "O", "H", "H", "H", "H", "H", "H", "O", "H", "H", "O", "H", "H"], "xyz": [[1.47221, -3.16372, 0.79185], [0.52141, -2.37618, 1.27003], [0.76489, -0.95127, 1.51877], [1.35895, -0.15940, 0.62656], [1.25213, 1.21358, 0.55553], [1.31404, -4.21516, 0.58538], [2.45044, -2.82638, 0.46527], [-0.44879, -2.81665, 1.45243], [0.23186, -0.44195, 2.32128], [1.61625, -0.59240, -0.32838], [1.34563, 1.51984, 1.46769], [-1.39258, 2.85818, 0.07468], [-1.12707, 3.43163, -0.64794], [-0.59518, 2.53736, 0.51710], [-3.03668, 2.19860, -3.87283], [-2.13733, 2.01237, -3.58586], [-3.59019, 1.77154, -3.21157]], "lowdin_charge": [-0.01, -0.19, -0.11, -0.19, -0.02, 0.05, 0.06, 0.10, 0.11, 0.12, 0.10, -0.06, 0.03, 0.00, -0.06, 0.03, 0.03], "lumo_energy_ev": 0.5, "smiles": "C=C/C=C/O.O.O", "homo_ev": -8.89, "gap_ev": 9.37}

Short version: two is the least stable of them.

one.
{"formula": "C4H8N4", "method": "wB97M-V/def2-TZVPD", "symbols": ["C", "N", "C", "C", "N", "N", "C", "N", "H", "H", "H", "H", "H", "H", "H", "H"], "xyz": [[-1.87547, -1.62553, -0.07890], [0.14280, 0.04952, 0.54541], [0.93504, 0.62419, -0.38962], [-0.96718, -0.62724, -0.66654], [-0.05624, 0.66167, 1.80546], [2.09460, 1.30311, -0.11513], [0.48955, 0.23536, -1.64406], [-0.94292, -0.03868, -1.77827], [0.58102, 1.43943, 1.96234], [0.06214, -0.02087, 2.54609], [2.37046, 1.45048, 0.84555], [2.40849, 2.02070, -0.75210], [1.07130, 0.19939, -2.55384], [-2.61833, -1.12803, 0.54797], [-2.36807, -2.23088, -0.84423], [-1.32720, -2.31262, 0.56989]], "lowdin_charge": [-0.03, -0.06, -0.45, -0.24, 0.03, 0.11, -0.13, 0.13, 0.06, 0.07, 0.08, 0.10, 0.08, 0.08, 0.08, 0.08], "lumo_energy_ev": 0.9, "homo_ev": -6.79, "gap_ev": 7.67}

two.
{"formula": "C4H8N4", "method": "wB97M-V/def2-TZVPD", "symbols": ["H", "N", "N", "C", "N", "C", "C", "C", "N", "H", "H", "H", "H", "H", "H", "H"], "xyz": [[-0.61646, -3.07777, 2.51045], [-0.33255, -3.04538, 1.54476], [-0.08606, -1.79603, 1.35989], [0.10763, -1.33047, 0.07962], [0.29059, -2.19894, -0.90012], [0.01228, -0.02480, -0.15111], [-0.08889, 1.27596, -0.20715], [1.10183, 2.15174, -0.08248], [-1.29618, 1.86964, -0.65381], [-0.23897, -3.02345, -0.59795], [0.20619, -1.80204, -1.81055], [2.04871, 1.66024, 0.12408], [1.05385, 2.99595, 0.66557], [1.41724, 2.78505, -0.94698], [-1.62327, 2.50401, -0.01334], [-1.95595, 1.05631, -0.92087]], "lowdin_charge": [0.04, 0.07, -0.02, -0.50, 0.10, 0.09, -0.40, -0.07, 0.08, 0.08, 0.10, 0.07, 0.09, 0.09, 0.04, 0.13], "lumo_energy_ev": [0.0, 0.0], "smiles": "[H]/N=N/C(N)=C=C(C)N", "homo_ev": [-8.19, -8.19], "gap_ev": [8.22, 8.22]}

Short version: one is the least stable of them.

one.
{"formula": "C4H8N4", "method": "wB97M-V/def2-TZVPD", "symbols": ["C", "C", "C", "C", "H", "H", "H", "H", "H", "H", "H", "H", "N", "N", "N", "N"], "xyz": [[2.48911, -1.01418, 0.09868], [0.56956, 0.35906, -0.00369], [-1.39842, -0.21655, -0.00179], [-1.40300, 1.15086, -0.08693], [2.26687, -1.49605, 1.03186], [3.54303, -0.93758, 0.35406], [2.49583, -1.67110, -0.86356], [2.45604, 1.50308, -0.12707], [-1.87093, -1.82092, 0.64538], [-3.36377, -0.72080, 0.19706], [-2.40901, 1.81492, 0.78238], [0.24823, 2.45358, -0.04215], [1.91836, 0.31971, -0.17045], [-0.18520, -0.72038, -0.02812], [-2.45574, -1.24838, -0.15555], [0.02118, 1.53472, 0.06618]], "lowdin_charge": [-0.14, -0.54, -0.54, -0.09, 0.07, 0.06, 0.12, 0.28, 0.14, 0.11, 0.19, 0.10, -0.04, 0.14, 0.04, 0.10], "lumo_energy_ev": 0.4, "homo_ev": -7.54, "gap_ev": 7.96}

two.
{"formula": "C4H8N4", "method": "wB97M-V/def2-TZVPD", "symbols": ["H", "N", "C", "C", "C", "N", "C", "N", "N", "H", "H", "H", "H", "H", "H", "H"], "xyz": [[-2.67971, 0.99989, 0.45124], [-2.48756, -0.02163, 0.20499], [-1.22368, -0.32050, 0.09489], [-0.61839, -1.62434, -0.01068], [0.70600, -1.46787, -0.21413], [1.10130, -0.15000, -0.20193], [2.38383, 0.32518, 0.29612], [-0.09304, 0.57892, 0.01952], [-0.22151, 1.93976, -0.28858], [-1.09948, -2.62536, -0.08114], [1.44528, -2.20322, -0.39374], [3.22016, -0.19818, -0.19567], [2.46713, 0.25930, 1.47832], [2.43712, 1.37532, 0.03750], [-0.86924, 2.10156, -1.04551], [-0.50205, 2.38659, 0.61379]], "lowdin_charge": [0.04, 0.07, -0.41, -0.03, -0.09, -0.15, -0.05, -0.13, 0.08, 0.12, 0.11, 0.09, 0.12, 0.06, 0.08, 0.11], "lumo_energy_ev": 0.8, "smiles": "[H]/N=c1/ccn(C)n1N", "homo_ev": -7.59, "gap_ev": 8.40}

three.
{"formula": "C4H8N4", "method": "wB97M-V/def2-TZVPD", "symbols": ["C", "C", "C", "C", "H", "H", "H", "H", "H", "H", "H", "H", "N", "N", "N", "N"], "xyz": [[-0.30743, 2.10377, -0.03113], [0.01646, 0.45099, -0.04257], [1.91912, -1.01183, -0.13151], [-2.25867, -0.51218, -0.03844], [-0.02370, 2.52315, 1.57180], [-1.97699, 2.14267, -0.34649], [0.99178, 2.52122, -1.25834], [2.13434, 0.68276, 0.31842], [1.21035, -1.79464, -0.36141], [3.28138, -2.03225, -0.23717], [-2.90060, 0.38490, -0.17536], [-2.67663, -2.45973, 0.51757], [1.36561, 0.18426, 0.19416], [3.12824, -1.12901, 0.07603], [-0.82780, -0.57749, -0.11209], [-3.07545, -1.47661, 0.05652]], "lowdin_charge": [-0.10, -0.45, -0.32, -0.38, 0.19, 0.19, 0.21, 0.06, 0.12, 0.02, 0.07, 0.12, 0.05, 0.12, 0.07, 0.04], "lumo_energy_ev": -1.6, "homo_ev": -9.30, "gap_ev": 7.71}

Short version: three is the least stable of them.

one.
{"formula": "C4H8N4", "method": "wB97M-V/def2-TZVPD", "symbols": ["H", "N", "C", "N", "C", "C", "N", "N", "C", "H", "H", "H", "H", "H", "H", "H"], "xyz": [[-1.28146, 2.25701, 0.00456], [-0.87159, 1.25776, -0.24433], [-1.74906, 0.16336, -0.23756], [-3.00890, 0.11113, 0.10780], [-1.09244, -1.19958, -0.06676], [0.29554, -1.01399, -0.12556], [1.24011, 0.00006, -0.31607], [2.53060, -0.45209, -0.32378], [3.50055, 0.44488, 0.23110], [-3.69910, 0.90123, 0.01306], [-3.73152, -0.59680, 0.10261], [-1.59954, -2.11988, 0.15173], [0.53618, -2.11744, 0.40938], [0.82750, 0.91679, -0.32790], [4.53860, -0.02090, -0.17962], [3.56455, 1.46845, 0.80134]], "lowdin_charge": [0.08, 0.00, -0.46, 0.09, -0.07, -0.13, -0.10, -0.05, -0.04, 0.13, 0.11, 0.08, 0.16, 0.06, 0.07, 0.07], "lumo_energy_ev": 0.6, "smiles": "[H]/N=C(N)/C=C\\NN=C", "homo_ev": -7.80, "gap_ev": 8.44}

two.
{"formula": "C4H8N4", "method": "wB97M-V/def2-TZVPD", "symbols": ["H", "N", "N", "C", "N", "C", "C", "C", "N", "H", "H", "H", "H", "H", "H", "H"], "xyz": [[-2.03283, -0.39003, 3.75806], [-1.78542, -0.68122, 2.82935], [-0.76635, -0.06348, 2.33690], [-0.53440, -0.58142, 1.08034], [-1.08846, -1.80074, 0.83704], [-0.04001, 0.20783, 0.18133], [0.37933, 0.62744, -0.98568], [1.84688, 1.10734, -0.89325], [-0.00427, 0.67656, -2.26813], [-1.40201, -2.38694, 1.53836], [-0.76591, -2.19946, 0.00148], [2.41081, 0.86554, 0.00861], [1.78842, 2.16406, -0.95448], [2.38080, 0.78715, -1.72918], [0.51602, 1.18413, -2.96450], [-0.90260, 0.48324, -2.77628]], "lowdin_charge": [0.04, 0.06, 0.02, -0.48, 0.10, 0.04, -0.39, -0.04, 0.09, 0.04, 0.08, 0.09, 0.07, 0.05, 0.09, 0.13], "lumo_energy_ev": [0.3, 0.3], "smiles": "[H]/N=N/C(N)=C=C(C)N", "homo_ev": [-7.39, -7.39], "gap_ev": [7.67, 7.67]}

three.
{"formula": "C4H8N4", "method": "wB97M-V/def2-TZVPD", "symbols": ["C", "N", "C", "C", "H", "H", "H", "H", "H", "C", "N", "N", "N", "H", "H", "H"], "xyz": [[1.46497, -0.09690, 0.77476], [1.92437, 0.48003, -0.32038], [-0.37736, -0.99367, 0.20509], [-0.52342, -2.14587, 0.57292], [0.99071, 0.87645, -1.04113], [2.56479, -0.10009, -0.85624], [0.92378, 0.54247, 1.45964], [1.97862, -0.95108, 1.20067], [-0.54119, -3.15578, 0.89837], [-1.10035, 0.17096, -0.72681], [-1.80036, 1.13757, 0.14400], [-1.30146, 1.34740, 1.25115], [-0.25227, 0.85025, -1.58339], [-1.86462, 2.07637, 1.71381], [-0.19350, 0.35470, -2.46839], [-1.89270, -0.39282, -1.22407]], "lowdin_charge": [-0.11, 0.02, -0.16, 0.12, 0.05, 0.09, 0.07, 0.09, 0.03, -0.46, -0.02, 0.07, -0.03, 0.07, 0.05, 0.12], "lumo_energy_ev": 0.0, "homo_ev": -8.39, "gap_ev": 8.40}

Short version: three is the least stable of them.